No. 1
2 unconnected molecules or ions with the total composition C10H13O3 at a distorted geometry. Source: the OMol25 dataset; level of theory: the ωB97M-V functional and the def2-TZVPD basis.

The geometry in XYZ format:
```
26
C10H13O3 the ωB97M-V functional and the def2-TZVPD basis
C 2.105 1.369 -2.119
C 3.167 1.435 -1.002
C 0.861 1.977 -1.475
O 0.661 1.370 -0.345
O 0.127 2.915 -1.860
H 2.706 1.867 -2.956
H 1.795 0.303 -2.595
H 3.374 2.565 -0.756
H 4.105 0.895 -1.359
H 2.884 1.112 0.034
C -1.865 -3.185 -0.077
C -1.959 0.440 0.711
C -2.238 -0.723 0.069
C -1.037 0.639 1.746
C -1.701 -1.884 0.619
C -0.487 -0.501 2.363
C -0.928 -1.740 1.794
O -0.528 1.949 1.821
H -2.598 1.389 0.450
H -2.683 -0.637 -0.941
H 0.059 1.842 0.963
H 0.378 -0.498 3.190
H -2.150 -3.915 0.691
H -0.770 -3.324 -0.542
H -0.658 -2.588 2.369
H -2.620 -3.070 -0.794
```

frontier orbital gap: 8.12 eV
total energy: -614.55593 Eh
relative energy (zero: lowest compared OMol25 entry of this formula, charge and spin): 276.6 kJ/mol
lowest unoccupied orbital energy: 3.4 eV
charge: -1
multiplicity: 1

=====

No. 2
A molecular structure, C8H21BrHfIOP2 at a distorted geometry. Source: the OMol25 dataset; level of theory: the ωB97M-V functional and the def2-TZVPD basis.

The geometry in XYZ format:
```
35
C8H21BrHfIOP2 the ωB97M-V functional and the def2-TZVPD basis
C 5.154 0.805 -0.276
I 2.901 0.440 0.002
H 5.185 1.833 -0.641
H 5.527 0.077 -0.995
H 5.580 0.689 0.718
Hf 0.159 -0.284 0.056
P 0.138 -0.297 -2.527
C 0.723 -1.943 -3.047
C -1.404 -0.165 -3.519
H -1.190 -0.308 -4.593
H 1.234 0.559 -4.482
H -1.865 0.818 -3.367
H 0.958 1.843 -3.258
H 0.072 -2.719 -2.633
H -2.121 -0.927 -3.178
C 1.265 0.800 -3.411
H 0.720 -2.007 -4.141
H 2.285 0.688 -3.025
H 1.734 -2.122 -2.669
P -0.112 0.780 2.385
C 0.372 -0.478 3.621
C 0.948 2.175 2.833
H -2.162 2.101 2.458
H -1.639 1.616 4.111
H -2.440 0.435 3.001
C -1.744 1.286 3.062
H 0.696 3.040 2.206
H 0.781 2.420 3.891
H 0.259 -0.061 4.629
H 1.409 -0.784 3.456
H 2.001 1.922 2.659
H -0.261 -1.365 3.513
C 0.861 -2.237 0.532
O 1.310 -3.282 0.803
Br -2.300 -0.790 0.019
```

frontier orbital gap: 6.85 eV
total energy: -3994.02625 Eh
lowest unoccupied orbital energy: -13.4 eV
charge: +3
multiplicity: 1